No. 1
8
Properties=species:S:1:pos:R:3 method="wB97M-V/def2-TZVPD" homo_ev=-10.6 charge=0 multiplicity=1 gap_ev=9.77
O 3.425 -2.753 1.885
P 4.129 -1.502 1.964
Cl 5.058 -1.241 0.128
C -0.141 -0.132 0.436
Cl 1.471 -0.366 1.156
H -0.444 0.927 0.715
H -1.011 -0.803 0.629
H -0.004 -0.280 -0.581

---

No. 2
9
Properties=species:S:1:pos:R:3 method="wB97M-V/def2-TZVPD" homo_ev="-9.2 / -8.8" charge=0 multiplicity=1 gap_ev="7.47 / 7.72"
C -1.905 1.337 -0.381
O 2.342 -0.428 0.173
P 0.724 -0.379 0.561
S 0.090 -1.363 -1.042
Cl -1.838 0.041 -1.453
Cl 0.882 -1.428 2.261
H -1.255 2.217 -0.526
H -1.824 1.139 0.693
H 2.784 -1.136 -0.288

---

Which largest force on an atom belongs to each record? In order, 2.5, 2.6 eV/A.